165
Properties=species:S:1:pos:R:3:forces:R:3:mulliken_charge:R:1 method="wB97M-V/def2-TZVPD" total_charge=0 de_lowest_kcal_mol=0.0 fmax_ev_per_a=4.546 smiles="CCOC(=O)CCCC1=C(CCCCCCCCOC)C(=O)OC1=O.O=C1OCCO1.O=C1OCCO1.O=C1OCCO1.O=C1OCCO1.O=C1OCCO1.O=C1OCCO1.O=C1OCCO1.O=C1OCCO1.O=C1OCCO1.O=C1OCCO1.O=C1OCCO1" homo_lumo_gap_ev=8.6
C -3.234 -1.651 5.459 0.64 -0.04 0.50 -0.67
C -2.042 -2.093 4.453 -1.64 -0.26 -0.14 -0.24
O -1.375 -0.882 3.992 -1.68 1.06 -0.50 -0.39
C -2.319 -0.013 3.338 -0.73 -0.79 -1.90 0.16
O -2.894 -0.358 2.277 1.94 1.13 3.88 -0.56
C -2.548 1.402 4.026 0.26 0.16 0.67 -0.27
C -4.090 1.726 4.365 -0.04 -0.83 -0.94 -0.68
C -4.563 3.172 3.771 -0.47 -1.70 -0.42 -0.22
C -5.455 2.813 2.478 -2.38 0.71 0.63 -0.42
C -6.883 2.780 2.440 3.75 -0.51 -0.86 0.70
C -7.939 3.104 3.584 -0.68 0.63 -1.59 -0.44
C -9.383 2.539 3.121 0.24 0.29 1.03 -0.50
C -10.517 2.748 4.239 -0.04 0.07 -0.70 -0.79
C -11.796 1.824 3.843 0.23 1.91 0.14 0.03
C -12.997 2.015 4.882 0.42 -0.25 0.86 -0.57
C -14.067 0.818 4.929 -0.78 0.54 -0.60 -0.61
C -13.939 -0.271 3.761 -0.65 -0.90 1.22 -0.38
C -13.021 -1.509 4.248 -0.87 0.09 -0.40 -0.34
O -13.440 -2.694 3.488 1.77 0.34 -0.01 -0.35
C -12.488 -2.975 2.432 -0.33 0.55 -0.83 -0.51
C -7.128 2.328 0.933 -2.97 -0.48 -1.13 0.23
O -8.142 2.349 0.216 3.22 0.07 2.75 -0.51
O -5.944 1.784 0.344 0.88 2.38 1.39 -0.26
C -4.883 2.445 1.044 1.99 0.78 1.15 0.14
O -3.750 2.734 0.640 -4.19 -1.53 0.88 -0.58
H -2.976 -0.657 5.978 -0.15 -1.51 -0.78 0.07
H -3.345 -2.421 6.309 -0.14 1.10 -1.51 0.36
H -4.204 -1.471 4.891 1.21 -0.51 0.80 0.21
H -2.519 -2.570 3.516 0.84 0.37 1.58 0.18
H -1.300 -2.814 4.949 -0.92 1.48 -0.88 0.36
H -1.976 1.491 5.020 -0.56 -0.36 -1.73 0.16
H -2.161 2.197 3.309 -0.39 -1.14 0.78 0.47
H -4.707 0.894 3.853 0.75 1.39 0.81 0.47
H -4.285 1.632 5.482 0.41 0.34 -1.46 0.40
H -3.639 3.786 3.507 -1.48 -0.68 0.32 0.49
H -5.189 3.642 4.606 0.80 -0.31 -1.62 0.21
H -8.021 4.254 3.634 0.17 -1.68 0.03 0.24
H -7.638 2.745 4.623 -0.14 0.19 -1.58 0.39
H -9.679 3.101 2.164 0.41 -1.18 1.35 0.19
H -9.279 1.417 2.949 -0.14 1.45 -0.12 0.33
H -10.123 2.503 5.289 -0.55 0.18 -1.49 0.40
H -10.792 3.867 4.229 0.20 -1.68 0.16 0.27
H -11.409 0.761 3.737 -0.79 1.31 0.10 -0.16
H -12.163 2.262 2.839 0.67 -1.18 1.28 0.21
H -12.531 2.127 5.931 -0.68 -0.16 -1.49 0.21
H -13.558 2.999 4.694 1.02 -1.42 0.06 0.32
H -14.098 0.294 5.954 0.26 0.73 -1.59 0.30
H -15.106 1.306 4.813 1.55 -0.78 0.22 0.28
H -13.648 0.142 2.743 -0.13 -0.44 1.43 0.23
H -14.993 -0.723 3.627 1.68 0.59 0.16 0.31
H -11.899 -1.296 4.106 -1.58 -0.42 0.26 0.15
H -13.235 -1.785 5.347 0.35 0.74 -1.65 0.29
H -12.790 -3.906 1.850 0.27 1.20 1.06 0.11
H -12.559 -2.096 1.690 0.51 -1.29 0.89 0.24
H -11.431 -3.097 2.841 -1.27 0.18 -0.51 0.33
O -15.860 -2.156 -0.096 -0.06 -0.88 0.23 -0.53
C -15.955 -3.309 0.205 0.09 1.16 -0.26 0.64
O -17.134 -3.980 0.315 0.47 0.22 0.03 -0.32
C -16.820 -5.358 0.463 -0.55 -0.60 -0.08 -0.34
C -15.425 -5.328 1.012 0.46 -0.58 0.43 -0.29
O -14.897 -4.120 0.483 -0.47 0.20 -0.22 -0.27
H -17.524 -5.847 1.137 -0.04 0.21 -0.08 0.30
H -16.874 -5.839 -0.518 0.03 0.04 0.04 0.25
H -15.407 -5.274 2.105 -0.01 0.04 -0.06 0.24
H -14.832 -6.186 0.690 0.08 0.21 -0.04 0.33
O 1.587 -1.988 -2.146 -0.55 -0.08 0.29 -0.56
C 0.519 -1.944 -1.602 0.57 0.14 -0.27 0.61
O -0.261 -3.030 -1.352 0.45 0.44 -0.24 -0.34
C -1.319 -2.598 -0.504 -0.56 -0.45 0.48 -0.23
C -1.400 -1.130 -0.789 -0.76 0.64 0.28 0.03
O -0.067 -0.802 -1.158 0.47 -0.65 -0.26 -0.29
H -2.246 -3.121 -0.741 0.21 -0.07 -0.09 0.31
H -1.048 -2.809 0.535 0.01 0.05 -0.06 0.21
H -2.066 -0.902 -1.626 0.07 -0.04 0.02 0.24
H -1.715 -0.554 0.082 0.17 0.02 -0.12 0.00
O 7.575 -3.374 -4.766 -0.80 0.14 0.51 -0.54
C 6.506 -3.328 -4.222 0.74 -0.16 -0.45 0.58
O 5.727 -4.414 -3.974 0.47 0.56 -0.23 -0.33
C 4.669 -3.988 -3.123 -0.60 -0.47 0.46 -0.36
C 4.583 -2.520 -3.403 -0.84 0.61 0.27 -0.18
O 5.916 -2.184 -3.772 0.53 -0.64 -0.23 -0.29
H 3.743 -4.512 -3.362 0.20 -0.03 -0.07 0.28
H 4.941 -4.202 -2.086 0.02 0.03 -0.07 0.28
H 3.916 -2.291 -4.239 0.06 -0.02 0.07 0.25
H 4.265 -1.947 -2.530 0.12 0.04 -0.16 0.31
O 10.926 -0.911 -0.105 -0.37 0.07 -0.62 -0.57
C 10.235 -0.819 -1.080 0.26 -0.04 0.57 0.47
O 8.896 -0.579 -1.056 0.85 -0.23 0.15 -0.36
C 8.496 -0.318 -2.397 -0.88 0.47 -0.27 0.46
C 9.550 -1.001 -3.203 -0.11 -0.32 -1.09 -0.16
O 10.692 -0.946 -2.356 -0.02 0.17 0.80 -0.10
H 7.501 -0.720 -2.592 0.11 0.00 0.19 -0.03
H 8.480 0.764 -2.557 0.04 -0.04 0.02 -0.11
H 9.309 -2.049 -3.405 0.00 0.09 -0.01 0.06
H 9.745 -0.495 -4.149 0.18 -0.10 0.14 0.35
O 17.466 -1.437 0.916 -0.73 0.28 -0.32 -0.54
C 16.403 -1.063 0.511 0.82 -0.36 0.40 0.60
O 16.217 0.062 -0.234 0.11 -0.41 0.34 -0.35
C 14.874 0.035 -0.703 -0.33 0.45 -0.55 -0.10
C 14.185 -0.843 0.297 -0.93 -0.14 0.10 -0.11
O 15.226 -1.707 0.736 0.65 0.27 -0.18 -0.34
H 14.454 1.041 -0.735 0.22 -0.04 0.02 0.28
H 14.861 -0.388 -1.712 0.02 0.01 0.05 0.16
H 13.805 -0.282 1.155 0.02 -0.04 -0.07 0.22
H 13.367 -1.413 -0.144 0.12 -0.03 0.20 0.16
O -2.759 2.254 7.703 0.00 0.80 -0.29 -0.52
C -2.684 3.426 7.469 0.10 -0.95 0.39 0.56
O -3.358 4.052 6.466 0.30 -0.25 0.35 -0.16
C -3.186 5.451 6.656 -0.43 0.67 -0.38 -0.33
C -1.918 5.529 7.452 0.54 0.67 0.11 -0.40
O -1.914 4.301 8.169 -0.45 -0.41 -0.31 -0.34
H -3.110 5.968 5.698 -0.07 -0.22 0.01 0.31
H -4.049 5.842 7.203 0.06 -0.05 0.00 0.29
H -1.028 5.571 6.819 -0.07 -0.03 0.03 0.27
H -1.907 6.378 8.137 0.04 -0.22 0.07 0.31
O 13.154 0.493 -5.794 -0.06 -0.54 0.20 -0.60
C 13.073 -0.665 -5.498 -0.03 0.55 -0.14 0.63
O 11.901 -1.349 -5.406 0.66 0.61 0.05 -0.31
C 12.235 -2.726 -5.259 -0.72 -0.83 -0.17 -0.13
C 13.617 -2.680 -4.693 0.44 -0.62 0.55 0.03
O 14.137 -1.462 -5.211 -0.52 0.57 -0.22 -0.32
H 11.530 -3.227 -4.594 -0.05 0.23 -0.06 0.30
H 12.200 -3.203 -6.238 0.03 0.12 0.17 0.30
H 13.621 -2.630 -3.600 -0.03 0.07 -0.04 0.15
H 14.223 -3.527 -5.010 0.03 0.31 -0.03 -0.05
O 8.232 3.204 -3.807 0.57 0.04 -0.28 -0.54
C 9.257 3.385 -4.404 -0.49 -0.07 0.25 0.64
O 10.375 3.933 -3.859 -0.74 -0.20 -0.19 -0.31
C 11.425 3.767 -4.804 0.99 0.01 0.11 -0.16
C 10.692 3.637 -6.104 0.39 0.08 -0.85 -0.29
O 9.448 3.069 -5.712 -0.21 0.09 0.75 -0.31
H 12.100 4.624 -4.790 -0.17 -0.02 0.17 0.29
H 11.990 2.865 -4.550 -0.06 0.03 -0.08 0.13
H 10.505 4.604 -6.579 -0.04 -0.04 0.07 0.28
H 11.210 2.989 -6.812 -0.21 -0.07 0.11 0.27
O -12.454 3.006 -4.711 0.75 0.00 0.47 -0.53
C -11.456 2.992 -4.051 -0.94 -0.01 -0.53 0.60
O -11.421 2.739 -2.714 -0.01 0.20 -0.63 -0.31
C -10.054 2.589 -2.352 0.27 -0.26 0.82 0.05
C -9.335 3.349 -3.425 0.76 0.26 -0.02 -0.32
O -10.208 3.230 -4.541 -0.47 -0.14 0.17 -0.33
H -9.869 2.996 -1.358 -0.19 -0.11 -0.11 0.09
H -9.802 1.525 -2.353 0.00 0.07 0.00 0.18
H -9.217 4.409 -3.180 -0.04 -0.05 -0.01 0.28
H -8.355 2.926 -3.651 -0.15 0.04 -0.15 0.28
O 3.628 4.093 1.079 0.47 -0.20 -0.66 -0.55
C 4.325 3.817 0.146 -0.53 0.24 0.77 0.59
O 4.139 2.735 -0.659 0.09 0.42 0.40 -0.30
C 5.018 2.882 -1.768 0.00 -0.43 -0.70 -0.13
C 6.090 3.780 -1.231 0.86 0.19 -0.38 -0.11
O 5.405 4.545 -0.247 -0.58 -0.30 0.17 -0.35
H 5.405 1.914 -2.088 -0.17 0.03 0.13 0.11
H 4.467 3.336 -2.597 0.03 -0.01 0.06 0.26
H 6.898 3.224 -0.748 -0.06 0.02 -0.03 0.21
H 6.515 4.426 -2.000 -0.04 0.02 0.20 0.25
O 13.506 -4.818 -6.850 0.90 -0.56 -0.08 -0.51
C 14.601 -5.302 -6.809 -0.73 0.14 -0.20 0.64
O 14.849 -6.638 -6.753 -0.18 0.66 0.05 -0.32
C 16.246 -6.813 -6.948 0.42 -0.73 -0.17 -0.34
C 16.814 -5.492 -6.526 0.86 0.16 0.23 -0.29
O 15.757 -4.585 -6.812 -0.61 -0.26 -0.04 -0.29
H 16.622 -7.641 -6.345 -0.24 0.04 -0.03 0.30
H 16.431 -7.031 -8.004 -0.04 0.04 0.06 0.27
H 17.034 -5.453 -5.456 -0.04 0.00 -0.06 0.27
H 17.714 -5.227 -7.083 -0.19 0.16 0.02 0.27